DFT (the ωB97M-V functional and the def2-TZVPD basis) results for 2 unconnected molecules or ions with the total composition C5H11O2 at a distorted geometry.

Frontier orbital gap: 0.2970 hartree
Net charge: -1
M: 103.14 g/mol
LUMO energy: 0.14979 Eh
Energy: -347.6381 Eh
Relative energy (zero: lowest compared OMol25 entry of this formula, charge and spin): 0.315 eV

Geometry as XYZ:
```
18
Properties=species:S:1:pos:R:3:forces:R:3
C 1.274694 -0.491205 1.340919 -0.421 0.888 0.006
C 1.007820 0.902740 1.926156 -0.018 0.298 -0.199
C 1.361819 -0.416888 -0.194624 -0.879 0.802 0.386
H 2.183189 -0.884435 1.788299 0.059 -0.365 0.033
H 0.402844 -1.076707 1.610411 0.115 -0.531 0.148
H 0.153259 1.339919 1.406279 -0.138 -0.058 0.047
H 0.401580 -0.689349 -0.633241 0.275 -0.823 0.050
H 1.310459 0.643332 -0.481958 0.945 -0.112 -0.099
H 1.853277 1.576054 1.749143 0.090 -0.064 0.060
H 0.781227 0.913815 2.998199 0.103 -0.193 -0.090
H 2.209540 -0.967697 -0.596868 -0.113 0.142 -0.284
C -1.669373 -0.150671 -2.198885 -0.509 0.031 0.272
C -2.077276 -0.063850 -0.674685 0.124 0.119 -1.025
O -2.566614 -1.110895 -0.205342 0.107 0.104 0.307
O -1.871538 1.054985 -0.149599 0.005 -0.242 0.334
H -1.494559 0.853434 -2.595230 0.074 -0.177 -0.035
H -2.468149 -0.653413 -2.753597 -0.034 0.149 0.024
H -0.792198 -0.779171 -2.335374 0.217 0.032 0.063
```
Forces are in eV/Å.